Entry from OMol25: a cluster of 3 separate species, C3H6O3 in total (ωB97M-V with the def2-TZVPD basis set).

Output
Orbital gap (eV): 9.94
F_max (hartree/bohr): 0.04308
Multiplicity: 1
Energy above the lowest of the compared OMol25 structures with the same formula, charge and spin (kJ/mol): 309.3
Structure (SMILES): C=C=O.C=O.O
Total charge: 0

```
12
Properties=species:S:1:pos:R:3:mulliken_charge:R:1
C -1.521 -0.298 -0.843 -0.745
C -0.506 -0.202 -1.683 0.643
C 1.681 -2.840 -0.643 0.078
O 1.460 -4.008 -0.774 -0.408
O -0.524 4.430 3.022 -0.648
O 0.269 -0.312 -2.563 -0.366
H -2.521 -0.574 -1.240 0.246
H -1.349 0.073 0.208 0.226
H 1.088 -2.083 -0.092 0.106
H 2.532 -2.229 -0.955 0.219
H -0.877 3.523 3.107 0.322
H 0.270 4.520 2.455 0.326
```

Entry from OMol25: a structure of composition C2H6N3O (ωB97M-V with the def2-TZVPD basis set).

Output
Orbital gap (eV): 10.80
F_max (hartree/bohr): 0.08926
Multiplicity: 1
Energy above the lowest of the compared OMol25 structures with the same formula, charge and spin (kJ/mol): 164.4
Total charge: +1

```
12
Properties=species:S:1:pos:R:3:mulliken_charge:R:1
C 1.219 -0.321 -0.028 0.436
C -0.798 -0.244 -0.078 0.513
N -1.172 0.963 -0.422 -0.338
N -1.577 -1.207 0.274 -0.319
N 2.167 0.690 0.139 -0.376
O 1.472 -1.450 -0.271 -0.394
H -2.139 1.268 -0.487 0.221
H -2.587 -1.079 0.261 0.233
H -1.220 -2.115 0.535 0.263
H -0.476 1.650 -0.682 0.230
H 2.012 1.555 0.626 0.249
H 3.098 0.290 0.134 0.281
```

Entry from OMol25: the molecule C2H4N2O2S2 (ωB97M-V with the def2-TZVPD basis set).

Output
Orbital gap (eV): 9.97
F_max (hartree/bohr): 0.05216
Multiplicity: 1
Energy above the lowest of the compared OMol25 structures with the same formula, charge and spin (kJ/mol): 200.1
Total charge: 0

```
12
Properties=species:S:1:pos:R:3:mulliken_charge:R:1
C 0.405 1.537 0.592 0.488
C -0.433 -0.963 -0.031 -0.757
N 1.219 1.082 1.455 -0.264
N -0.229 2.740 0.985 -0.274
O -0.873 2.804 3.552 -0.484
O 1.329 1.975 2.536 -0.247
S -0.360 0.669 -0.732 -0.123
S 0.106 3.195 2.556 0.523
H 0.611 -1.435 -0.224 0.253
H -1.141 -1.654 -0.574 0.320
H -0.789 -0.976 1.058 0.276
H -1.073 2.953 0.385 0.291
```

Entry from OMol25: a structure of composition C30H51LuNOP3 (ωB97M-V with the def2-TZVPD basis set).

Output
Orbital gap (eV): 7.28
F_max (hartree/bohr): 0.07108
Multiplicity: 1
Energy above the lowest of the compared OMol25 structures with the same formula, charge and spin (kJ/mol): 60.9
Total charge: +2

```
87
Properties=species:S:1:pos:R:3:mulliken_charge:R:1
Lu -0.127 0.110 -1.055 0.579
P -0.273 -2.341 -1.812 0.324
P -0.260 2.647 -1.493 0.235
N 1.566 0.204 -2.360 -0.283
C 1.458 -2.260 -2.587 -1.073
H 1.967 -3.223 -2.404 0.524
H 1.235 -2.199 -3.668 0.490
C 2.319 -1.045 -2.162 -0.380
H 2.650 -1.183 -1.102 -0.225
H 3.258 -1.063 -2.755 0.584
C 2.320 1.422 -2.016 -0.572
H 3.256 1.513 -2.605 0.571
H 2.651 1.425 -0.950 -0.152
C 1.460 2.678 -2.283 -1.012
H 1.234 2.756 -3.361 0.512
H 1.964 3.611 -1.977 0.505
C -0.038 3.345 0.228 1.447
C -1.227 3.012 1.145 -1.048
H -0.954 3.305 2.168 0.301
H -1.435 1.934 1.181 0.018
H -2.168 3.504 0.854 0.389
C -1.496 3.441 -2.530 0.726
C -2.883 3.499 -1.859 -1.284
H -3.637 3.814 -2.601 0.472
H -2.897 4.207 -1.015 0.298
H -3.192 2.510 -1.481 0.189
C -1.502 -2.985 -2.940 0.850
C -2.886 -3.126 -2.276 -1.263
H -3.641 -3.347 -3.050 0.471
H -3.194 -2.192 -1.777 0.177
H -2.894 -3.933 -1.525 0.281
C -0.062 -3.231 -0.186 1.997
C -1.209 -2.984 0.816 -1.113
H -0.920 -3.415 1.790 0.375
H -2.159 -3.424 0.474 0.352
H -1.396 -1.912 1.009 0.086
C -2.580 0.100 -0.548 0.047
C -0.995 4.789 -3.046 -1.410
H -0.936 5.522 -2.229 0.273
H 0.000 4.687 -3.496 0.350
H -1.678 5.167 -3.825 0.462
C -0.997 -4.258 -3.616 -1.464
H -1.679 -4.536 -4.436 0.473
H -0.001 -4.100 -4.048 0.366
H -0.938 -5.085 -2.895 0.280
C 0.230 -4.709 -0.401 -1.531
H 0.591 -5.154 0.542 0.438
H -0.683 -5.226 -0.721 0.335
H 1.019 -4.847 -1.151 0.336
C 0.246 4.839 0.192 -1.554
H -0.676 5.380 -0.060 0.333
H 0.589 5.172 1.185 0.444
H 1.031 5.080 -0.537 0.348
H 0.847 2.821 0.643 -0.616
H 0.841 -2.776 0.260 -1.229
H -1.586 2.748 -3.390 0.412
H -1.591 -2.190 -3.706 0.307
O -3.625 0.071 -0.089 -0.154
H -0.792 0.067 -4.379 0.222
H -1.489 0.237 -4.094 -0.180
C 2.677 0.375 1.472 -2.403
P 0.917 -0.081 1.574 2.113
C 1.193 -1.646 2.507 0.688
C 2.248 -2.521 2.149 -0.399
C 2.493 -3.662 2.902 -0.835
C 1.678 -3.975 3.987 -0.594
C 0.581 -3.143 4.317 -0.708
C 0.350 -2.003 3.551 -0.561
C 0.421 1.017 2.973 0.798
C -0.876 0.923 3.522 -0.222
C -1.266 1.755 4.572 -0.981
C -0.400 2.746 5.040 -0.692
C 0.856 2.924 4.428 -0.892
C 1.238 2.079 3.387 -0.675
H 3.240 -0.300 0.814 0.423
H 3.015 0.245 2.509 0.663
H 2.816 1.421 1.163 0.628
H 2.882 -2.290 1.288 0.294
H 3.352 -4.291 2.635 0.452
H 1.884 -4.860 4.587 0.431
H -0.059 -3.370 5.159 0.475
H -0.501 -1.353 3.786 0.431
H -1.588 0.202 3.107 0.315
H -2.255 1.613 5.023 0.430
H -0.685 3.377 5.884 0.424
H 1.551 3.683 4.776 0.492
H 2.200 2.255 2.898 0.266
```

Entry from OMol25: a structure of composition C39H35AsB2F4N4O5S4V (ωB97M-V with the def2-TZVPD basis set).

Output
Orbital gap (alpha / beta) (eV): 6.39 / 6.39
F_max (hartree/bohr): 0.01394
Multiplicity: 1
Energy above the lowest of the compared OMol25 structures with the same formula, charge and spin (kJ/mol): 3.4
Total charge: +1

```
95
Properties=species:S:1:pos:R:3:mulliken_charge:R:1
V -0.916 -0.759 0.171 1.283
C -0.102 3.784 -0.231 -1.201
C -0.702 2.803 0.724 0.258
N -0.290 2.552 1.900 -0.035
O 0.871 3.263 2.198 -0.364
B 1.032 3.471 3.552 0.960
F 2.233 3.843 3.958 -0.248
F 0.021 3.482 4.400 -0.236
O 1.264 1.070 3.845 -0.136
N -0.440 -0.536 3.416 0.846
C -0.751 -1.943 3.398 -0.289
C -0.177 -2.839 4.456 -1.674
C -1.613 -2.388 2.480 -0.025
N -2.051 -1.529 1.413 1.486
O -3.351 -1.548 1.295 -0.550
B -3.805 -0.763 0.058 0.777
F -2.859 -1.208 -0.918 -0.357
F -5.088 -1.042 -0.195 -0.296
O -3.584 0.660 0.238 -0.499
N -2.247 0.983 0.309 0.899
C -2.055 2.236 0.476 -0.139
C -3.164 3.243 0.501 -1.769
C -2.203 -3.764 2.373 -1.504
H 0.982 3.685 -0.228 0.326
H -0.337 4.801 0.093 0.407
H -0.481 3.640 -1.240 0.287
H 0.888 -2.643 4.579 0.249
H -0.286 -3.888 4.199 0.630
H -0.660 -2.659 5.417 0.284
H -3.297 3.656 -0.504 0.294
H -2.897 4.063 1.165 0.494
H -4.102 2.797 0.812 0.448
H -1.952 -4.367 3.238 0.423
H -1.846 -4.265 1.471 0.196
H -3.287 -3.696 2.309 0.503
S -0.486 -2.816 -0.693 -0.430
C 0.544 -2.650 -2.126 0.815
C 1.342 -3.731 -2.494 -0.573
C 2.083 -3.678 -3.663 -0.801
C 2.039 -2.554 -4.480 -0.860
C 1.257 -1.471 -4.115 -0.176
C 0.514 -1.519 -2.940 -1.098
As -0.581 -0.071 -2.319 1.589
C 0.374 1.484 -2.990 1.008
C -0.328 2.563 -3.519 -0.879
C 0.355 3.661 -4.023 -0.478
C 1.742 3.682 -4.014 -0.772
C 2.446 2.597 -3.510 -0.812
C 1.767 1.501 -2.999 -0.686
C -2.180 -0.064 -3.389 0.707
C -2.315 -0.948 -4.449 -0.888
C -3.482 -0.939 -5.203 -0.857
C -4.506 -0.059 -4.892 -0.713
C -4.372 0.818 -3.823 -1.047
C -3.212 0.813 -3.067 0.066
H 1.376 -4.610 -1.862 0.470
H 2.701 -4.522 -3.940 0.439
H 2.613 -2.523 -5.396 0.442
H 1.224 -0.588 -4.742 0.564
H -1.409 2.549 -3.561 0.384
H -0.199 4.493 -4.437 0.453
H 2.275 4.534 -4.415 0.419
H 3.528 2.595 -3.528 0.507
H 2.331 0.651 -2.636 0.565
H -1.524 -1.648 -4.687 0.439
H -3.590 -1.629 -6.029 0.437
H -5.416 -0.061 -5.478 0.410
H -5.177 1.494 -3.569 0.452
H -3.128 1.479 -2.216 0.468
O 0.533 -0.500 0.968 0.551
C 1.618 -0.441 1.905 2.187
C 2.493 0.719 1.467 -0.358
C 2.391 1.362 0.273 -0.693
C 3.385 2.357 0.086 -0.715
C 4.233 2.440 1.146 -0.903
S 3.822 1.330 2.371 -0.043
C 2.377 -1.752 1.810 0.015
C 1.871 -3.022 1.814 -0.613
C 2.863 -4.017 1.628 -1.404
C 4.105 -3.481 1.478 -0.468
S 4.080 -1.782 1.543 -0.007
C 0.959 -0.173 3.306 -0.571
C 1.755 -0.084 4.558 0.137
C 1.101 -0.270 5.875 -1.255
C -0.204 -0.056 6.032 -0.468
S -1.275 0.272 4.682 -0.226
H 1.615 1.147 -0.441 0.368
H 3.458 2.982 -0.792 0.468
H 5.069 3.105 1.286 0.518
H 0.823 -3.249 1.903 0.736
H 2.658 -5.077 1.606 0.488
H 5.040 -3.999 1.335 0.505
H 2.832 -0.210 4.510 0.535
H 1.723 -0.529 6.721 0.439
H -0.681 -0.100 7.003 0.486
```